21
Properties=species:S:1:pos:R:3:nbo_charge:R:1 method="wB97M-V/def2-TZVPD" spin_multiplicity=1 total_energy_ha=-1062.71973 de_lowest_kj_mol=470.2
S -0.6326 1.4752 -0.5331 2.342
C 0.9511 0.7252 -0.3804 -0.362
N -1.9680 -0.6300 0.2608 0.305
O -1.2263 1.0921 -1.7773 -0.904
C 1.2991 -0.3267 -1.1732 -0.138
C -3.2445 -0.7003 0.0176 0.223
O -1.0529 -1.4163 -0.0782 -0.467
H 4.1585 -1.0221 0.3859 0.212
H 2.7697 -1.7501 -1.6554 0.230
C 2.5390 -0.9727 -0.9188 -0.211
C 2.8430 0.4279 1.0418 -0.217
H -4.4853 -1.1689 1.4994 0.231
C 3.2593 -0.6010 0.1851 -0.172
O -1.5209 0.6474 0.6875 -0.557
H 1.1002 1.8774 1.3966 0.249
H 3.3045 0.6471 1.9737 0.222
H 0.5738 -0.6695 -1.9484 0.260
O -0.6316 2.8211 -0.0920 -0.883
C 1.6490 1.0806 0.8111 -0.170
C -4.4464 -0.7920 0.5251 -0.433
H -5.2387 -0.7446 -0.2279 0.240